Record 1
DFT (ωB97M-V with the def2-TZVPD basis set) results for C17H18N4O3 in the gas phase.

Structure (XYZ):
```
42
C17H18N4O3, DFT ωB97M-V with the def2-TZVPD basis set
H 1.92 4.36 1.96
C -0.83 -2.68 -0.87
C -0.04 -1.88 -1.92
C 2.49 3.49 1.71
C -2.11 -2.70 -1.70
C -0.34 -2.71 -3.15
C -0.78 0.37 -0.94
C -2.92 -0.48 -0.70
C -2.23 1.29 0.88
N 1.85 0.00 1.75
C 4.46 2.41 0.94
H -0.42 -3.68 -0.72
O 0.08 -1.39 1.83
H 2.37 -0.82 1.51
H 1.00 -1.66 -1.72
N -1.96 0.40 -0.23
N 1.86 2.33 1.88
H 0.22 1.71 2.20
C 3.79 3.59 1.25
H -1.75 2.25 0.65
H -2.11 1.36 3.03
C -1.57 -3.19 -3.02
H -2.13 -3.77 -3.72
H -3.01 -1.00 -2.77
H 0.33 -2.80 -3.98
H 5.48 2.43 0.58
C -1.70 0.76 2.21
H 4.31 0.27 0.88
H -0.91 -2.18 0.10
N -0.26 0.81 2.28
O 0.18 1.06 -0.69
C 0.49 -0.25 1.94
C 3.82 1.20 1.11
H -3.31 1.41 0.93
H 4.26 4.55 1.13
O -4.01 -0.61 -0.22
H -2.97 -3.22 -1.30
C -2.35 -1.18 -1.92
H -0.73 -0.11 -3.02
C 2.49 1.20 1.58
C -0.94 -0.62 -2.07
H -2.00 -0.29 2.34
```

The calculation puts the LUMO energy at 0.775 eV. The total energy is -30025.9547 eV. The calculation puts the energy relative to the best compared isomer or geometry (same formula, charge and spin) at 0.0000 eV. As for the SMILES: O=C(NCCN1C(=O)[C@@H]2[C@H](C1=O)[C@H]1C=C[C@@H]2C1)Nc1ccccn1.

Formally, the Löwdin partial charges of the atoms, in units of the elementary charge, are as follows: atom 1 (H): 0.1101, atom 2 (C): -0.0820, atom 3 (C): -0.2124, atom 4 (C): -0.1263, atom 5 (C): -0.2112, atom 6 (C): -0.0424, atom 7 (C): -0.3726, atom 8 (C): -0.3768, atom 9 (C): -0.0878, atom 10 (N): 0.1641, atom 11 (C): -0.0696, atom 12 (H): 0.1300, atom 13 (O): 0.0462, atom 14 (H): 0.1510, atom 15 (H): 0.1457, atom 16 (N): 0.0637, atom 17 (N): 0.0968, atom 18 (H): 0.0948, atom 19 (C): -0.0754, atom 20 (H): 0.1328, atom 21 (H): 0.1220, atom 22 (C): -0.0415, atom 23 (H): 0.1062, atom 24 (H): 0.1642, atom 25 (H): 0.1056, atom 26 (H): 0.1073, atom 27 (C): -0.1355, atom 28 (H): 0.1092, atom 29 (H): 0.0925, atom 30 (N): 0.0797, atom 31 (O): 0.1165, atom 32 (C): -0.5516, atom 33 (C): -0.0087, atom 34 (H): 0.1264, atom 35 (H): 0.0976, atom 36 (O): 0.1217, atom 37 (H): 0.1475, atom 38 (C): -0.1175, atom 39 (H): 0.1637, atom 40 (C): -0.2982, atom 41 (C): -0.1144, atom 42 (H): 0.1286



Record 2
DFT (ωB97M-V with the def2-TZVPD basis set) results for a molecular structure, C17H18N4O4ReS2 at a distorted geometry.

Structure (XYZ):
```
46
C17H18N4O4ReS2, DFT ωB97M-V with the def2-TZVPD basis set
C 3.61 0.08 -0.35
C -0.57 3.16 2.12
H -1.35 -2.24 0.78
H 4.10 -0.38 1.70
C -4.47 -3.14 1.52
O -0.56 -0.21 2.04
H 0.79 2.57 3.54
H 5.51 0.05 0.71
C 4.46 0.28 0.91
N 2.25 0.28 0.01
H -3.70 3.81 2.61
H -3.18 -3.68 -0.10
H 4.74 -1.55 -1.23
H -6.76 -4.51 2.82
N -3.31 0.89 0.61
H -3.75 -1.09 4.14
C -4.63 -2.45 2.72
C -1.03 2.92 4.44
C -2.41 0.62 -0.07
N -1.82 3.53 1.89
C -2.28 -2.30 1.32
C 4.02 1.08 -1.44
S 0.59 3.03 0.88
H 3.51 -2.07 -0.06
Re 0.67 0.31 0.73
C -6.51 -3.56 2.31
H -0.65 2.68 5.42
C -3.30 -3.11 0.82
C -2.33 3.29 4.21
C -3.64 -1.65 3.23
C 3.73 -1.37 -0.86
H 5.03 0.86 -1.78
H -7.43 -3.11 1.93
O -5.88 -2.69 3.23
S -1.15 0.19 -1.06
H 4.37 1.31 1.25
O -1.42 -0.15 4.08
H 3.98 2.09 -1.04
C -2.45 -1.57 2.48
H 3.34 1.00 -2.28
O -5.62 -3.82 1.24
C -2.69 3.57 2.89
N -0.16 2.91 3.42
C -1.43 -0.60 2.95
H 3.02 -1.52 -1.67
H -3.05 3.33 5.01
```

The calculation puts the LUMO energy (spin up / spin down) at -0.944 / -0.844 eV. The total energy is -55870.2827 eV. The calculation puts the energy relative to the best compared isomer or geometry (same formula, charge and spin) at 1.3948 eV. Its expectation value of S² is 0.914. Its spin multiplicity is 2.

Formally, the Löwdin partial charges of the atoms, in units of the elementary charge, are as follows: atom 1 (C): -0.7173, atom 2 (C): -0.8230, atom 3 (H): 0.0883, atom 4 (H): 0.0776, atom 5 (C): -0.1975, atom 6 (O): -0.3282, atom 7 (H): 0.1407, atom 8 (H): 0.0851, atom 9 (C): -0.0505, atom 10 (N): -0.2309, atom 11 (H): 0.1225, atom 12 (H): 0.1234, atom 13 (H): 0.0834, atom 14 (H): 0.1375, atom 15 (N): 0.0910, atom 16 (H): 0.1325, atom 17 (C): -0.1880, atom 18 (C): -0.0503, atom 19 (C): -0.8805, atom 20 (N): 0.0889, atom 21 (C): -0.0442, atom 22 (C): -0.0416, atom 23 (S): 0.5795, atom 24 (H): 0.0794, atom 25 (Re): 1.0442, atom 26 (C): -0.1445, atom 27 (H): 0.1374, atom 28 (C): 0.0293, atom 29 (C): -0.0273, atom 30 (C): 0.0783, atom 31 (C): -0.0493, atom 32 (H): 0.0849, atom 33 (H): 0.1382, atom 34 (O): 0.0367, atom 35 (S): 0.5201, atom 36 (H): 0.0790, atom 37 (O): 0.0779, atom 38 (H): 0.0815, atom 39 (C): -0.1580, atom 40 (H): 0.0847, atom 41 (O): 0.0425, atom 42 (C): -0.0795, atom 43 (N): 0.0848, atom 44 (C): -0.5315, atom 45 (H): 0.0823, atom 46 (H): 0.1107



Record 3
DFT (ωB97M-V with the def2-TZVPD basis set) results for a molecular structure, C17H18N5STc at a distorted geometry.

Structure (XYZ):
```
42
C17H18N5STc, DFT ωB97M-V with the def2-TZVPD basis set
H 3.50 0.46 3.68
C -0.78 -1.31 -1.45
H -2.31 -2.24 -2.59
H -2.76 2.54 -2.15
N -0.18 -0.12 -1.55
Tc 1.80 0.01 -1.06
C 0.11 -2.39 -1.06
N -0.84 3.04 -2.76
C 2.32 -2.94 -0.58
H -1.32 -3.99 -1.06
N -0.88 0.89 -2.00
H 2.77 -5.01 -0.23
C 1.40 0.83 3.30
C -2.29 3.12 -2.94
H 1.13 1.51 7.08
H -3.78 2.86 -4.46
H 3.32 0.92 6.10
C -2.21 -1.52 -1.76
H -0.29 3.83 -3.10
H 3.35 -2.61 -0.45
C 2.00 -4.29 -0.45
H 0.39 -5.71 -0.49
C 0.08 1.44 5.21
C 1.21 1.33 6.02
N 1.41 -2.01 -0.87
C 2.55 0.73 4.12
H -2.59 1.54 -4.40
H -2.16 3.10 -5.12
H -2.58 4.17 -2.83
C 0.68 -4.67 -0.61
C 0.15 1.19 3.87
C 2.45 0.98 5.46
H -0.72 1.26 3.24
H -0.87 1.71 5.66
H -2.70 -0.60 -2.03
C -0.20 2.01 -2.28
C -2.73 2.62 -4.32
N 1.54 0.32 0.81
C 1.48 0.55 1.95
C -0.28 -3.71 -0.92
S 1.55 2.11 -2.04
H -2.72 -1.97 -0.91
```

The charge is +3. The calculation puts the LUMO energy (spin up / spin down) at -12.166 / -13.014 eV. The total energy is -38375.8078 eV. Its expectation value of S² is 1.077. Its spin multiplicity is 2.

Formally, the Löwdin partial charges of the atoms, in units of the elementary charge, are as follows: atom 1 (H): 0.1334, atom 2 (C): -0.1462, atom 3 (H): 0.1323, atom 4 (H): 0.1213, atom 5 (N): -0.1100, atom 6 (Tc): 1.1748, atom 7 (C): -0.1911, atom 8 (N): 0.1100, atom 9 (C): -0.0469, atom 10 (H): 0.1435, atom 11 (N): 0.1018, atom 12 (H): 0.1451, atom 13 (C): -0.2013, atom 14 (C): -0.1697, atom 15 (H): 0.1380, atom 16 (H): 0.1008, atom 17 (H): 0.1341, atom 18 (C): 0.0336, atom 19 (H): 0.1772, atom 20 (H): 0.1351, atom 21 (C): 0.0437, atom 22 (H): 0.1484, atom 23 (C): -0.0172, atom 24 (C): 0.0318, atom 25 (N): -0.0800, atom 26 (C): 0.0191, atom 27 (H): 0.0757, atom 28 (H): 0.0938, atom 29 (H): 0.1446, atom 30 (C): 0.0492, atom 31 (C): 0.0112, atom 32 (C): -0.0129, atom 33 (H): 0.1281, atom 34 (H): 0.1321, atom 35 (H): 0.0866, atom 36 (C): -0.6580, atom 37 (C): -0.0375, atom 38 (N): 0.0151, atom 39 (C): -0.0221, atom 40 (C): 0.0750, atom 41 (S): 0.7296, atom 42 (H): 0.1280



Record 4
DFT (ωB97M-V with the def2-TZVPD basis set) results for a molecular structure, C17H18O5 at a distorted geometry.

Structure (XYZ):
```
40
C17H18O5, DFT ωB97M-V with the def2-TZVPD basis set
H -3.95 2.09 -1.22
C -0.82 -0.80 1.81
O 1.52 1.20 -2.33
H -3.29 -2.94 1.72
H -1.15 -2.30 -2.84
H -2.18 -0.23 0.24
C 1.45 -1.99 -0.41
C 0.20 -0.83 -2.58
C -3.24 2.18 -0.48
O -0.87 1.71 -0.60
C -0.25 -1.83 -2.14
H -3.35 1.61 0.34
H 3.29 1.18 -1.26
H 2.14 0.76 2.63
H 2.29 3.84 -0.29
H -2.96 3.28 -0.12
C 0.41 -0.46 2.58
O -2.72 -2.29 1.44
H 0.09 -3.53 -0.84
C 1.07 0.41 1.96
C -2.13 1.60 -1.26
H 3.02 2.50 -2.24
C 1.37 -0.19 -1.85
C -0.53 1.00 0.37
H -0.08 -0.10 -3.32
H -2.03 2.24 -2.37
C 0.75 1.25 0.90
H 0.64 -1.26 3.36
H 2.89 -0.42 -0.19
H 0.91 2.96 -1.03
O 1.60 2.25 0.77
H -2.03 0.48 -1.64
O -1.40 -2.87 2.90
C 2.61 1.90 -1.71
C 1.97 2.72 -0.62
C 1.80 -0.85 -0.93
C -1.59 -2.19 2.08
C -1.44 0.01 0.68
H 1.92 -2.70 0.35
C 0.19 -2.51 -1.04
```

The calculation puts the LUMO energy at 0.662 eV. The total energy is -28143.8060 eV. The calculation puts the energy relative to the best compared isomer or geometry (same formula, charge and spin) at 16.0214 eV.

Formally, the Löwdin partial charges of the atoms, in units of the elementary charge, are as follows: atom 1 (H): 0.0605, atom 2 (C): 0.0203, atom 3 (O): -0.0433, atom 4 (H): 0.0815, atom 5 (H): 0.1840, atom 6 (H): -0.0063, atom 7 (C): -0.0372, atom 8 (C): -0.0688, atom 9 (C): -0.0573, atom 10 (O): -0.0567, atom 11 (C): -0.2148, atom 12 (H): 0.0241, atom 13 (H): 0.1188, atom 14 (H): 0.2038, atom 15 (H): 0.1749, atom 16 (H): 0.1580, atom 17 (C): -0.0720, atom 18 (O): 0.1428, atom 19 (H): 0.0823, atom 20 (C): -0.1193, atom 21 (C): -0.2377, atom 22 (H): 0.0242, atom 23 (C): -0.1875, atom 24 (C): -0.2960, atom 25 (H): 0.1320, atom 26 (H): 0.1912, atom 27 (C): -0.2638, atom 28 (H): 0.1497, atom 29 (H): 0.2216, atom 30 (H): 0.1393, atom 31 (O): -0.0391, atom 32 (H): 0.1539, atom 33 (O): 0.2160, atom 34 (C): -0.1348, atom 35 (C): -0.0708, atom 36 (C): -0.1816, atom 37 (C): -0.6148, atom 38 (C): 0.0949, atom 39 (H): 0.1431, atom 40 (C): -0.0151